1.
Formula: C2H9O2S
Source: the OMol25 dataset
Level of theory: ωB97M-V with the def2-TZVPD basis set

Output
**Energy relative to the best compared isomer or geometry (same formula, charge and spin)**: 0.335 eV
**2S+1**: 2
**E_LUMO (spin up / spin down)**: 0.025 / -0.076 Ha
**Gap between HOMO and LUMO (spin up / spin down)**: 10.157 / 7.026 eV
**Total energy**: -17148.6340 eV

Cartesian coordinates (Å):
S: -0.650 -1.208 -0.155
O: -1.670 1.705 1.759
O: 0.327 1.029 -2.505
C: 1.554 0.368 0.723
C: 1.014 -1.049 0.512
H: -2.551 1.391 1.970
H: 1.677 -1.566 -0.176
H: 2.042 0.716 -0.176
H: -0.535 0.988 -2.927
H: 2.156 0.442 1.635
H: -1.099 0.936 1.675
H: 0.779 1.068 1.039
H: 0.686 0.129 -2.519
H: 1.071 -1.665 1.411

Charges per atom according to natural (NBO) partitioning, unit e: 0.101 -0.946 -0.937 -0.623 -0.594 0.470 0.208 0.226 0.476 0.222 0.471 0.216 0.469 0.241


2.
Formula: C5H8N
Source: the OMol25 dataset
Level of theory: ωB97M-V with the def2-TZVPD basis set

Output
**Net charge**: +1
**Energy relative to the best compared isomer or geometry (same formula, charge and spin)**: 6.770 eV
**2S+1**: 1
**E_LUMO (spin up / spin down)**: -0.188 / -0.189 Ha
**Gap between HOMO and LUMO (spin up / spin down)**: 7.623 / 8.017 eV
**Total energy**: -6791.3183 eV

Cartesian coordinates (Å):
N: 0.573 -0.647 -0.223
C: -1.685 0.039 0.499
C: -0.621 -0.743 0.441
C: 1.409 0.612 -0.175
C: -1.991 0.551 -0.697
C: 1.671 -0.525 0.715
H: 1.454 -0.301 1.763
H: -2.541 -0.119 1.257
H: -1.221 0.773 -1.394
H: -3.095 0.576 -0.957
H: 0.683 1.406 0.164
H: 2.607 -1.002 0.497
H: 0.574 -1.465 -0.974
H: 2.183 0.845 -0.914

Charges per atom according to natural (NBO) partitioning, unit e: -0.467 -0.350 0.212 -0.232 -0.207 -0.214 0.265 0.271 0.195 0.249 0.248 0.262 0.503 0.264


3.
Formula: C3H6N6
Source: the OMol25 dataset
Level of theory: ωB97M-V with the def2-TZVPD basis set

Output
**Energy relative to the best compared isomer or geometry (same formula, charge and spin)**: 8.341 eV
**2S+1**: 1
**E_LUMO**: -0.031 Ha
**Gap between HOMO and LUMO**: 7.994 eV
**Total energy**: -12142.3529 eV

Cartesian coordinates (Å):
N: 0.129 -0.540 0.423
N: 1.956 0.203 1.747
N: -2.440 0.031 -1.776
N: 2.661 -0.390 -0.276
N: -0.486 -0.716 -0.769
N: -1.614 1.130 0.120
C: 1.563 -0.240 0.491
C: -0.579 0.578 0.868
C: -1.536 0.073 -0.834
H: -2.267 -0.541 -2.583
H: -0.034 0.787 2.017
H: 2.243 -0.854 -1.286
H: -3.045 0.853 -1.571
H: 2.989 0.581 1.654
H: 1.990 -1.316 2.340

Charges per atom according to natural (NBO) partitioning, unit e: -0.279 -0.781 -0.803 -0.655 -0.421 -0.482 0.504 0.240 0.479 0.425 0.262 0.341 0.425 0.419 0.325


4.
Formula: C18H11Cl2N3O5ReS2
Source: the OMol25 dataset
Level of theory: ωB97M-V with the def2-TZVPD basis set

Output
**Net charge**: +2
**Energy relative to the best compared isomer or geometry (same formula, charge and spin)**: 2.200 eV
**2S+1**: 4
**E_LUMO (spin up / spin down)**: -0.329 / -0.330 Ha
**Gap between HOMO and LUMO (spin up / spin down)**: 6.009 / 6.052 eV
**Total energy**: -82380.7399 eV

Cartesian coordinates (Å):
Re: 0.259 0.184 0.838
Cl: 6.267 4.385 0.089
Cl: 4.942 -0.801 0.267
S: -2.756 -1.114 0.846
S: 0.309 -2.070 1.569
O: 0.426 2.230 0.910
O: -2.556 -2.153 -0.105
O: 2.184 0.189 0.625
O: -1.694 2.072 -0.890
O: -2.617 -1.338 2.244
N: -1.603 0.169 0.430
N: 0.202 -4.002 -0.241
N: 2.129 -2.719 -0.335
C: 3.732 3.538 0.369
C: 5.053 3.187 0.218
C: 3.093 1.173 0.460
C: 1.416 2.976 0.720
C: 2.635 -3.442 -1.351
C: -4.706 1.997 -0.544
C: -2.301 1.240 -0.286
C: 2.750 2.543 0.493
C: 0.917 -2.992 0.191
C: -5.462 -0.448 0.667
C: -4.140 -0.116 0.459
C: -6.042 1.683 -0.340
C: -3.751 1.081 -0.133
C: -6.413 0.480 0.256
C: 5.401 1.836 0.180
C: 0.679 -4.743 -1.240
C: 4.437 0.852 0.295
C: 1.907 -4.487 -1.850
H: 2.279 -5.087 -2.667
H: 1.221 4.050 0.741
H: -6.806 2.383 -0.648
H: -5.750 -1.384 1.125
H: 2.671 -1.940 0.043
H: 3.615 -3.163 -1.712
H: 0.054 -5.571 -1.555
H: 6.440 1.557 0.063
H: -7.461 0.256 0.402
H: -4.407 2.929 -1.002
H: 3.449 4.583 0.399

Charges per atom according to natural (NBO) partitioning, unit e: 1.687 0.118 0.053 2.279 -0.008 -0.640 -0.867 -0.742 -0.484 -0.864 -0.836 -0.396 -0.495 -0.110 -0.057 0.402 0.484 0.125 -0.122 0.663 -0.263 0.316 -0.193 -0.234 -0.165 -0.194 -0.132 -0.129 0.173 -0.106 -0.268 0.277 0.211 0.251 0.258 0.469 0.257 0.247 0.273 0.251 0.254 0.257


5.
Formula: C16H22ClF4N2O2S
Source: the OMol25 dataset
Level of theory: ωB97M-V with the def2-TZVPD basis set

Output
**Net charge**: +1
**Energy relative to the best compared isomer or geometry (same formula, charge and spin)**: 0.557 eV
**2S+1**: 1
**E_LUMO**: -0.093 Ha
**Gap between HOMO and LUMO**: 8.642 eV
**Total energy**: -58242.3333 eV

Cartesian coordinates (Å):
Cl: 3.757 -9.880 6.347
S: 1.061 -0.849 8.163
F: 3.060 -1.843 6.861
F: 0.188 -1.734 5.641
F: 3.001 0.355 6.626
F: 3.689 -0.518 8.511
O: 0.876 -2.212 8.617
O: 0.978 0.305 9.050
N: 1.347 -5.513 6.356
N: 1.815 -7.935 6.347
C: 2.360 -7.270 5.080
C: 2.072 -5.800 5.108
C: 2.823 -0.672 7.499
C: 0.032 -6.212 6.366
C: -1.948 -0.345 5.133
C: 2.016 -9.413 6.358
C: -3.644 -0.659 7.314
C: -4.195 -0.352 6.039
C: -3.326 -0.408 4.926
C: 2.382 -7.257 7.604
C: -5.663 -0.499 5.814
C: 0.316 -7.671 6.365
C: 2.112 -5.790 7.586
C: -2.243 -0.665 7.515
C: 0.140 -0.622 6.449
C: -1.370 -0.323 6.458
H: -3.743 -0.687 3.921
H: -1.276 -0.433 4.270
H: 2.995 -5.151 7.628
H: -0.546 -5.863 5.515
H: -5.989 -1.312 5.156
H: 0.795 0.135 5.964
H: -4.345 -1.086 8.067
H: -1.825 -1.008 8.453
H: 1.520 -5.437 8.433
H: 1.846 -7.717 8.432
H: -0.056 -8.137 5.466
H: -5.951 0.435 5.349
H: 3.426 -7.477 5.061
H: 1.810 -7.742 4.262
H: -0.040 -8.139 7.271
H: -6.147 -0.631 6.773
H: 3.441 -7.469 7.611
H: 1.554 -9.815 5.446
H: 2.964 -5.187 5.005
H: -0.548 -5.868 7.217
H: 1.566 -9.795 7.285
H: 1.454 -5.486 4.270

Charges per atom according to natural (NBO) partitioning, unit e: 0.010 1.971 -0.323 -0.341 -0.307 -0.291 -0.888 -0.860 -0.388 -0.212 -0.240 -0.261 0.747 -0.266 -0.163 -0.195 -0.209 0.029 -0.224 -0.239 -0.640 -0.236 -0.266 -0.189 0.024 -0.118 0.226 0.219 0.239 0.233 0.227 0.216 0.223 0.221 0.240 0.225 0.226 0.232 0.246 0.224 0.227 0.219 0.245 0.244 0.235 0.237 0.244 0.228


6.
Formula: C32H47ClOsPSi4
Source: the OMol25 dataset
Level of theory: ωB97M-V with the def2-TZVPD basis set

Output
**Net charge**: +1
**2S+1**: 5
**E_LUMO (spin up / spin down)**: -0.084 / -0.237 Ha
**Gap between HOMO and LUMO (spin up / spin down)**: 7.116 / 4.686 eV
**Total energy**: -89727.9101 eV

Cartesian coordinates (Å):
Os: 0.340 -1.142 0.553
Cl: 1.846 0.721 -0.134
P: 0.500 -0.845 -2.412
Si: -1.679 2.102 1.673
Si: 1.584 1.796 3.414
Si: -0.141 0.467 2.364
Si: -1.323 -0.282 4.460
C: -2.827 -0.888 -4.994
C: -2.678 2.959 3.060
C: -0.525 -1.804 5.242
C: 3.874 -2.649 -4.111
C: 1.766 2.075 -5.219
C: -0.773 3.467 0.724
C: 0.977 3.120 4.660
C: -3.090 -0.783 3.976
C: 2.973 -1.979 -3.282
C: -0.476 -2.790 1.472
C: 0.463 3.116 -3.517
C: -1.489 0.926 5.931
C: 0.294 1.883 -2.892
C: 2.684 0.535 4.277
C: 1.198 -2.542 -4.774
C: 0.919 0.723 -3.387
C: 2.636 2.807 2.178
C: 1.594 -1.954 -3.560
C: -2.810 1.125 0.521
C: -3.489 -2.047 -4.591
C: 2.109 -3.208 -5.598
C: -0.435 -2.986 0.057
C: 3.460 -3.290 -5.281
C: -1.087 -1.223 -3.339
C: 1.619 0.843 -4.593
C: -2.887 -2.842 -3.612
C: 1.215 3.237 -4.691
C: 0.953 -2.929 -0.355
C: -1.638 -0.482 -4.392
C: 1.740 -2.654 0.813
C: 0.870 -2.645 1.938
C: -1.667 -2.475 -3.055
H: 2.327 2.164 -6.151
H: 1.375 -3.131 -1.337
H: -1.971 1.873 5.691
H: -2.235 0.603 -0.262
H: 1.773 -3.694 -6.522
H: -3.367 -3.759 -3.275
H: 1.860 3.671 5.002
H: 1.349 4.227 -5.169
H: -3.527 1.792 0.045
H: -1.171 -3.189 -2.410
H: -3.316 2.270 3.638
H: 4.181 -3.833 -5.925
H: -2.103 0.411 6.676
H: -1.317 -3.145 -0.534
H: 2.173 0.016 5.105
H: -3.373 0.358 1.087
H: 3.011 -0.238 3.557
H: 0.469 2.718 5.539
H: 0.175 -2.501 -5.132
H: -3.686 0.052 3.576
H: 3.230 3.568 2.707
H: -0.520 1.137 6.400
H: -3.606 -1.169 4.863
H: 0.301 3.851 4.181
H: -0.085 3.077 -0.033
H: -0.928 -2.009 6.247
H: -0.345 1.834 -2.023
H: 3.566 1.016 4.672
H: 3.371 -1.457 -2.427
H: -1.515 4.103 0.216
H: 4.929 -2.683 -3.845
H: 0.563 -1.693 5.342
H: 3.323 2.154 1.651
H: -1.157 0.416 -4.775
H: -1.329 -2.869 2.136
H: -3.335 3.696 2.590
H: -2.035 3.496 3.774
H: -0.194 4.111 1.407
H: 2.072 -0.006 -5.093
H: -3.072 -1.579 3.225
H: 1.158 -2.597 2.998
H: 2.813 -2.525 0.902
H: 0.000 3.999 -3.079
H: -4.454 -2.343 -5.029
H: -0.724 -2.694 4.625
H: -3.272 -0.289 -5.790
H: 2.017 3.326 1.441

Charges per atom according to Löwdin partitioning, unit e: 1.029 0.044 1.051 0.343 0.435 0.364 0.460 -0.073 -0.195 -0.215 -0.080 -0.078 -0.215 -0.183 -0.191 -0.119 -0.278 -0.078 -0.197 -0.156 -0.204 -0.084 -0.373 -0.230 -0.345 -0.225 -0.073 -0.077 -0.251 -0.075 -0.356 -0.077 -0.077 -0.073 -0.259 -0.077 -0.246 -0.253 -0.130 0.111 0.094 0.019 0.001 0.113 0.107 0.044 0.118 0.036 0.079 0.016 0.120 0.044 0.095 0.025 0.027 0.037 0.002 0.103 0.021 0.050 0.023 0.052 0.030 -0.004 0.050 0.072 0.037 0.097 0.044 0.107 0.019 -0.010 0.106 0.110 0.039 0.022 0.029 0.103 0.021 0.118 0.133 0.105 0.115 0.024 0.111 0.007


7.
Formula: C2H4OS
Source: the OMol25 dataset
Level of theory: ωB97M-V with the def2-TZVPD basis set

Output
**Energy relative to the best compared isomer or geometry (same formula, charge and spin)**: 1.544 eV
**2S+1**: 3
**E_LUMO (spin up / spin down)**: -0.001 / -0.036 Ha
**Gap between HOMO and LUMO (spin up / spin down)**: 6.051 / 7.040 eV
**Total energy**: -15016.3039 eV

Cartesian coordinates (Å):
S: 3.133 -0.007 -0.033
O: 1.325 -0.139 0.062
C: -0.974 -0.376 -0.077
C: 0.233 0.439 0.244
H: -1.367 -0.050 -1.020
H: 0.179 1.545 0.463
H: -1.685 0.061 0.512
H: -0.844 -1.473 -0.151

Charges per atom according to natural (NBO) partitioning, unit e: -0.034 -0.563 -0.707 0.412 0.245 0.164 0.230 0.254


8.
Formula: C6H8N4O
Source: the OMol25 dataset
Level of theory: ωB97M-V with the def2-TZVPD basis set

Output
**Energy relative to the best compared isomer or geometry (same formula, charge and spin)**: 4.037 eV
**SMILES**: CC(=O)c1nnn2c1NCC2
**2S+1**: 1
**E_LUMO**: 0.014 Ha
**Gap between HOMO and LUMO**: 9.409 eV
**Total energy**: -14355.3699 eV

Cartesian coordinates (Å):
O: -2.610 1.546 -2.032
N: 0.769 2.358 0.119
N: 1.069 1.073 0.492
N: 0.345 -0.984 0.592
N: -0.202 2.285 -0.769
C: -2.335 -0.823 -1.226
C: 1.914 0.462 1.533
C: -0.593 0.922 -0.887
C: -1.941 0.651 -1.487
C: 0.160 0.228 0.055
C: 1.764 -1.042 0.937
H: -1.510 -1.101 -1.888
H: 2.406 -1.181 0.024
H: 1.388 0.503 2.589
H: -3.530 -1.315 -1.339
H: -0.070 -1.724 -0.153
H: 2.053 -1.789 1.665
H: -2.107 -0.998 -0.026
H: 3.030 0.930 1.801

Charges per atom according to natural (NBO) partitioning, unit e: -0.522 -0.055 -0.225 -0.597 -0.141 -0.735 -0.236 -0.163 0.543 0.330 -0.215 0.232 0.194 0.213 0.264 0.409 0.218 0.231 0.256


What is the formula in the eighth record?
C6H8N4O